DFT (ωB97M-V with the def2-TZVPD basis set) results for a cluster of 3 separate species, H6O2S in total in a non-equilibrium geometry.

Last column: Mulliken charge in e.
Element x y z (Å)
O -2.974244 -0.701368 -1.607200  -0.634
H -2.403201 -1.484244 -1.593368  0.318
H -2.730184 -0.290269 -2.434404  0.315
O 0.203458 -0.475003 2.206624  -0.591
H 1.135841 -0.509472 2.399290  0.307
H 0.248605 -0.191560 1.271192  0.320
S 1.694815 1.218566 -0.507681  -0.382
H 2.183513 2.020859 0.467880  0.188
H 2.641397 0.412491 -0.202331  0.160

Atomic forces in eV per Å
0.325 -0.519 0.116
-0.273 0.176 0.209
-0.049 0.345 -0.324
-0.112 0.224 -1.008
0.513 -0.140 0.526
-0.423 -0.070 0.526
-0.868 1.361 0.137
-0.427 0.067 -0.303
1.313 -1.445 0.121

The frontier orbital gap is 10.82 eV. Its LUMO energy is 0.4948 eV. As for the SMILES: O.O.S. Its total charge is 0. Its energy above the lowest of the compared OMol25 structures with the same formula, charge and spin is 9.1 kcal/mol. The largest force on an atom comes out at 1.96 eV/Å.

DFT (ωB97M-V with the def2-TZVPD basis set) results for a cluster of 3 separate species, H6O2S2 in total in a non-equilibrium geometry.

Last column: Mulliken charge in e.
Element x y z (Å)
S 1.320834 -1.243132 -3.196652  -0.162
S 2.407230 0.360764 -2.479633  -0.156
H 1.427441 -1.964490 -2.050928  0.140
H 1.419857 1.136638 -2.875834  0.173
O -2.374414 1.406728 2.248758  -0.653
H -2.912247 0.824436 1.736956  0.301
H -1.461586 1.032610 1.920460  0.378
O -0.133758 -0.153161 1.415954  -0.655
H 0.257646 -0.916978 0.977123  0.292
H 0.048997 -0.483414 2.303796  0.340

Atomic forces in eV per Å
0.286 -0.868 0.451
0.190 -0.142 -0.186
-0.245 0.146 -0.428
-0.231 0.846 0.168
3.231 -0.706 -0.589
-1.127 -0.504 -0.451
-2.302 1.327 0.994
0.657 -0.998 0.454
-0.155 0.255 -1.004
-0.304 0.643 0.592

The frontier orbital gap is 9.25 eV. Its LUMO energy is 0.1379 eV. As for the SMILES: SS.O.O. Its total charge is 0. Its energy above the lowest of the compared OMol25 structures with the same formula, charge and spin is 13.0 kcal/mol. The largest force on an atom comes out at 3.36 eV/Å.

DFT (ωB97M-V with the def2-TZVPD basis set) results for a cluster of 3 separate species, H6O3 in total in a non-equilibrium geometry.

Last column: Mulliken charge in e.
Element x y z (Å)
O -0.552733 -0.434369 -1.090255  -0.669
H -1.383865 -0.343550 -1.582378  0.320
H -0.220303 -1.318986 -1.246094  0.322
O -1.108882 0.462640 1.282528  -0.641
H -1.300980 -0.044472 0.485413  0.419
H -0.224650 0.760790 1.022337  0.255
O 1.700762 -0.048898 0.280073  -0.650
H 1.625405 0.704479 -0.317666  0.338
H 1.465246 0.262366 1.166041  0.305

Atomic forces in eV per Å
-0.722 0.270 -0.786
0.387 -0.234 -0.082
0.077 -0.224 -0.042
0.243 0.426 0.290
-0.092 -0.200 0.167
-0.530 0.069 0.270
0.312 0.091 0.302
-0.033 -0.079 0.167
0.358 -0.119 -0.287

The frontier orbital gap is 11.33 eV. Its LUMO energy is 0.5374 eV. As for the SMILES: O.O.O. Its total charge is 0. Its energy above the lowest of the compared OMol25 structures with the same formula, charge and spin is 17.5 kcal/mol. The largest force on an atom comes out at 1.10 eV/Å.

DFT (ωB97M-V with the def2-TZVPD basis set) results for a cluster of 3 separate species, H6O3 in total in a non-equilibrium geometry.

Last column: Mulliken charge in e.
Element x y z (Å)
O -0.154781 0.672554 3.036975  -0.623
H -0.620850 1.523268 2.929751  0.309
H 0.589325 0.750162 2.471614  0.305
O 0.940895 -0.084544 0.262708  -0.610
H 1.148776 0.337702 -0.590968  0.312
H 1.243998 -0.957882 0.134856  0.297
O -0.734893 -0.841068 -2.533221  -0.614
H -1.157482 -1.354592 -3.255606  0.309
H -1.254987 -0.045600 -2.456109  0.315

Atomic forces in eV per Å
-1.441 0.708 0.927
0.288 -0.674 0.121
1.095 -0.087 -1.068
-0.143 1.897 -0.451
-0.234 -0.169 0.537
0.398 -1.675 -0.073
-0.076 -0.884 -0.776
0.414 0.546 0.722
-0.301 0.338 0.061

The frontier orbital gap is 11.60 eV. Its LUMO energy is 0.6789 eV. As for the SMILES: O.O.O. Its total charge is 0. Its energy above the lowest of the compared OMol25 structures with the same formula, charge and spin is 13.4 kcal/mol. The largest force on an atom comes out at 1.96 eV/Å.

DFT (ωB97M-V with the def2-TZVPD basis set) results for a cluster of 3 separate species, H6O3 in total.

Last column: Mulliken charge in e.
Element x y z (Å)
O 1.416165 0.992804 -1.225230  -0.656
H 0.714714 1.039236 -1.874879  0.310
H 1.018644 0.552722 -0.473868  0.384
O 0.440010 -0.952770 0.396941  -0.752
H 0.549645 -0.912318 1.346987  0.352
H 1.115595 -1.563947 0.103215  0.321
O -2.132147 0.219808 0.638413  -0.642
H -1.412442 -0.402129 0.745449  0.381
H -1.710184 1.026595 0.342971  0.301

Atomic forces in eV per Å
0.386 0.467 -0.333
-0.116 0.039 -0.200
-0.163 -0.288 0.235
-0.149 -0.056 0.275
0.120 0.000 0.424
0.188 -0.247 -0.261
-0.433 0.093 0.199
0.100 -0.213 -0.258
0.067 0.207 -0.080

The frontier orbital gap is 11.55 eV. Its LUMO energy is 0.3134 eV. As for the SMILES: O.O.O. Its total charge is 0. Its energy above the lowest of the compared OMol25 structures with the same formula, charge and spin is 10.5 kcal/mol. The largest force on an atom comes out at 0.69 eV/Å.

DFT (ωB97M-V with the def2-TZVPD basis set) results for a cluster of 3 separate species, H6O3 in total in a non-equilibrium geometry.

Last column: Mulliken charge in e.
Element x y z (Å)
O 37.301550 -23.047030 10.791170  -0.666
H 36.758770 -22.972950 11.576120  0.374
H 36.960750 -22.376160 10.199550  0.270
O 37.220060 -22.214830 13.065610  -0.681
H 37.166620 -22.806550 13.816100  0.332
H 36.381570 -21.753130 13.063820  0.338
O 38.710940 -23.606140 9.148580  -0.694
H 38.136800 -23.024220 9.646530  0.458
H 38.894470 -24.331090 9.746070  0.267

Atomic forces in eV per Å
-2.149 0.192 0.949
0.265 0.088 0.445
-0.791 0.399 0.006
-0.130 0.202 0.752
0.066 -0.149 0.394
-0.250 0.418 0.283
1.634 -0.338 -2.308
1.469 -0.886 -0.615
-0.113 0.075 0.093

The frontier orbital gap is 10.22 eV. Its LUMO energy is 0.2635 eV. As for the SMILES: O.O.O. Its total charge is 0. Its energy above the lowest of the compared OMol25 structures with the same formula, charge and spin is 42.7 kcal/mol. The largest force on an atom comes out at 2.85 eV/Å.